(1)
The following is a DFT calculation (ωB97M-V/def2-TZVPD) of a structure of composition C49H33BrN10O3Rb.

Positions of all 97 atoms, in Å:
1 Rb -0.2565 -1.0397 0.1325
2 C 1.9680 3.0760 1.6950
3 C 1.7283 2.2393 0.6038
4 N 2.2354 1.0190 0.5508
5 C 2.9700 0.6207 1.5920
6 C 3.1896 1.4510 2.6784
7 N 2.6939 2.6886 2.7315
8 C 3.5363 -0.7535 1.5147
9 C 4.8370 -1.0139 1.9299
10 C 5.3445 -2.3004 1.8017
11 C 4.5140 -3.2775 1.2701
12 C 3.2195 -2.9347 0.8898
13 N 2.7445 -1.6966 1.0074
14 C 2.2816 -3.9474 0.3286
15 C 2.2814 -5.2611 0.7717
16 N 1.4125 -6.1608 0.3118
17 C 0.5427 -5.7305 -0.5886
18 C 0.5406 -4.4136 -1.0512
19 N 1.4113 -3.5310 -0.5933
20 C 6.7398 -2.6071 2.1943
21 C 7.7730 -1.7088 1.9488
22 C 9.0628 -2.0392 2.3324
23 N 9.3881 -3.1826 2.9313
24 C 8.3965 -4.0392 3.1634
25 C 7.0749 -3.8027 2.8193
26 H 1.5422 4.0721 1.7165
27 H 1.1082 2.5784 -0.2147
28 H 3.7658 1.1172 3.5344
29 H 5.4440 -0.2152 2.3359
30 H 4.8786 -4.2833 1.1083
31 H 2.9726 -5.5979 1.5365
32 H -0.1885 -6.4418 -0.9522
33 H -0.1962 -4.0558 -1.7595
34 H 7.5870 -0.7685 1.4466
35 H 9.8785 -1.3514 2.1385
36 H 8.6702 -4.9636 3.6599
37 H 6.3178 -4.5387 3.0568
38 Br -7.3292 -0.6723 -0.1368
39 C -5.6235 -1.5241 -0.1540
40 C -5.2695 -2.3683 0.9143
41 C -4.0576 -2.9900 0.9230
42 C -3.0803 -2.8162 -0.1252
43 O -1.9487 -3.3599 -0.0624
44 C -3.4973 -1.9633 -1.2157
45 C -2.6781 -1.6922 -2.3683
46 N -1.4677 -2.0760 -2.5751
47 C -0.9026 -1.7861 -3.8129
48 C -1.4790 -2.1812 -4.9985
49 C -0.8490 -1.9505 -6.2390
50 C 0.3634 -1.3296 -6.3054
51 C 0.9930 -0.9011 -5.1103
52 C 2.2422 -0.2404 -5.1049
53 C 2.7865 0.1615 -3.9219
54 C 2.0744 -0.0912 -2.7289
55 N 0.9170 -0.6983 -2.6940
56 C 0.3675 -1.1199 -3.8620
57 C -4.7568 -1.3271 -1.1897
58 H -5.9628 -2.5129 1.7337
59 H -3.7684 -3.6269 1.7497
60 H -3.1632 -1.0562 -3.1236
61 H -2.4243 -2.7087 -4.9677
62 H -1.3390 -2.2822 -7.1463
63 H 0.8554 -1.1548 -7.2546
64 H 2.7458 -0.0601 -6.0481
65 H 3.7392 0.6726 -3.8780
66 H 2.4760 0.2286 -1.7718
67 H -5.0298 -0.6739 -2.0115
68 O -1.9240 0.1034 2.4991
69 C -2.0403 1.1373 1.8519
70 N -3.1725 1.9397 1.9005
71 C -2.9493 3.1667 1.1723
72 C -1.5275 2.8610 0.5852
73 O -0.9306 3.6717 -0.1175
74 N -1.1081 1.6517 0.9856
75 C -2.8986 4.3553 2.1244
76 C -3.9713 5.2280 2.2663
77 C -3.9296 6.2571 3.1990
78 C -2.8124 6.4269 4.0018
79 C -1.7377 5.5569 3.8698
80 C -1.7822 4.5313 2.9397
81 C -3.9047 3.3635 0.0059
82 C -4.8844 2.4280 -0.2989
83 C -5.7196 2.6140 -1.3955
84 C -5.5778 3.7341 -2.1985
85 C -4.5950 4.6712 -1.9006
86 C -3.7648 4.4878 -0.8080
87 H -3.7726 1.8789 2.7052
88 H -4.8445 5.1069 1.6374
89 H -4.7749 6.9275 3.2951
90 H -2.7773 7.2314 4.7260
91 H -0.8593 5.6778 4.4918
92 H -0.9425 3.8520 2.8458
93 H -4.9863 1.5387 0.3105
94 H -6.4769 1.8713 -1.6116
95 H -6.2256 3.8775 -3.0548
96 H -4.4698 5.5447 -2.5289
97 H -2.9834 5.2025 -0.5864

## Properties
E_HOMO (eV): -4.49
Total charge: -1
Energy relative to the best compared isomer or geometry (same formula, charge and spin) (kJ/mol): 0.0
Frontier orbital gap (eV): 5.85
Energy (eV): -143095.9008

What are the Löwdin partial charges on each atom? They are as follows, in elementary charge units:
1 Rb 0.835
2 C -0.105
3 C -0.105
4 N 0.116
5 C -0.216
6 C -0.083
7 N 0.085
8 C -0.194
9 C 0.043
10 C -0.150
11 C 0.042
12 C -0.191
13 N 0.164
14 C -0.213
15 C -0.086
16 N 0.079
17 C -0.100
18 C -0.108
19 N 0.111
20 C -0.169
21 C -0.014
22 C -0.144
23 N 0.053
24 C -0.145
25 C -0.014
26 H 0.110
27 H 0.098
28 H 0.112
29 H 0.119
30 H 0.119
31 H 0.109
32 H 0.109
33 H 0.089
34 H 0.114
35 H 0.104
36 H 0.104
37 H 0.114
38 Br 0.685
39 C -0.702
40 C -0.139
41 C -0.013
42 C -0.439
43 O -0.146
44 C -0.147
45 C -0.110
46 N 0.069
47 C -0.222
48 C -0.025
49 C -0.089
50 C -0.060
51 C -0.161
52 C -0.026
53 C -0.053
54 C -0.132
55 N 0.088
56 C -0.154
57 C -0.112
58 H 0.093
59 H 0.109
60 H 0.130
61 H 0.111
62 H 0.098
63 H 0.103
64 H 0.111
65 H 0.099
66 H 0.082
67 H 0.102
68 O -0.026
69 C -0.615
70 N 0.144
71 C -0.282
72 C -0.477
73 O 0.021
74 N 0.094
75 C -0.130
76 C -0.027
77 C -0.089
78 C -0.106
79 C -0.081
80 C -0.012
81 C -0.151
82 C -0.019
83 C -0.093
84 C -0.103
85 C -0.085
86 C -0.039
87 H 0.153
88 H 0.115
89 H 0.096
90 H 0.093
91 H 0.099
92 H 0.114
93 H 0.095
94 H 0.063
95 H 0.093
96 H 0.096
97 H 0.119

(2)
The following is a DFT calculation (ωB97M-V/def2-TZVPD) of a structure of composition C5H8N2.

Positions of all 15 atoms, in Å:
1 C 0.3793 0.9777 -2.1336
2 C -0.5776 0.9163 -1.1313
3 C -0.1369 -0.3088 0.2980
4 C 1.1240 -1.0642 0.0630
5 C -0.4589 0.2050 1.6647
6 N 1.2004 1.0408 -2.9381
7 N -1.1124 -0.3911 -0.7441
8 H -0.9954 1.8232 -0.7198
9 H 1.1476 -1.4269 -0.9594
10 H 1.1554 -1.9170 0.7409
11 H 2.0040 -0.4508 0.2458
12 H -0.9899 1.1557 1.6367
13 H 0.4450 0.3355 2.2526
14 H -1.0989 -0.5167 2.1796
15 H -2.0856 -0.3786 -0.4550

## Properties
E_HOMO (eV): -8.47
Energy relative to the best compared isomer or geometry (same formula, charge and spin) (kJ/mol): 243.5
Frontier orbital gap (eV): 9.13
Energy (eV): -8292.4722

What are the Löwdin partial charges on each atom? They are as follows, in elementary charge units:
1 C -0.270
2 C -0.154
3 C -0.362
4 C -0.045
5 C -0.039
6 N 0.142
7 N -0.006
8 H 0.111
9 H 0.083
10 H 0.088
11 H 0.090
12 H 0.079
13 H 0.083
14 H 0.088
15 H 0.112

(3)
The following is a DFT calculation (ωB97M-V/def2-TZVPD) of a cluster of 2 separate species, C9H14 in total.

Positions of all 23 atoms, in Å:
1 C -2.6657 -1.0308 -0.1263
2 C -2.7481 -1.0478 1.4985
3 H -1.6988 -1.5204 -0.3446
4 H -3.4930 -1.2956 -0.6915
5 H -2.4849 0.0372 -0.4222
6 H -2.5894 -1.9374 2.0524
7 H -3.6079 -0.5966 1.7873
8 H -1.9021 -0.3490 1.8163
9 C 1.6357 0.3110 1.8452
10 C 1.2417 0.7036 -2.5423
11 C 0.9928 1.7820 -1.6766
12 C 1.5590 -0.5139 -1.8343
13 C 1.0381 1.6858 -0.1966
14 C 1.5624 -0.5904 -0.4284
15 C 1.4013 0.4852 0.3866
16 H 1.2036 0.7220 -3.6488
17 H 0.8270 2.7819 -2.0207
18 H 1.7418 -1.3656 -2.3694
19 H 0.7545 2.4337 0.3542
20 H 2.0212 -1.5619 -0.0238
21 H 2.5428 -0.1592 2.0687
22 H 0.9356 -0.3554 2.3081
23 H 1.7323 1.3816 2.2082

## Properties
E_HOMO (spin up / spin down) (eV): 1.03 / -3.24
Total charge: -1
Energy relative to the best compared isomer or geometry (same formula, charge and spin) (kJ/mol): 164.6
Multiplicity: 2
Frontier orbital gap (spin up / spin down) (eV): 2.78 / 6.97
⟨S²⟩: 0.762
Energy (eV): -9557.0916

What are the Löwdin partial charges on each atom? They are as follows, in elementary charge units:
1 C -0.124
2 C -0.135
3 H 0.057
4 H 0.008
5 H 0.070
6 H 0.029
7 H -0.006
8 H 0.077
9 C -0.098
10 C -0.162
11 C -0.174
12 C -0.201
13 C -0.127
14 C -0.188
15 C -0.406
16 H 0.074
17 H 0.036
18 H 0.010
19 H -0.007
20 H 0.098
21 H 0.036
22 H 0.049
23 H 0.084

(4)
The following is a DFT calculation (ωB97M-V/def2-TZVPD) of a structure of composition C19H19Cl3N3O2SSbScSe4.

Positions of all 53 atoms, in Å:
1 Sc -0.2914 -0.6256 -0.5358
2 N -0.4318 -0.6521 3.4225
3 C -0.0356 -1.1532 2.2515
4 O 0.5918 -0.4361 1.4465
5 C -0.3313 -2.5797 1.8664
6 C -0.9054 -2.6311 0.4292
7 H -0.4517 0.3565 3.4899
8 H -1.0952 -1.1755 3.9657
9 H -0.9455 -3.0570 2.6409
10 H 0.6455 -3.0750 1.8880
11 H -1.9962 -2.5586 0.4771
12 H -0.6706 -3.6047 -0.0113
13 Se -2.5871 0.5661 0.8218
14 Sb -0.8874 2.1396 -0.0106
15 Se -0.6853 0.4654 -2.6356
16 Se -0.7663 3.9500 2.1076
17 Se -2.0017 4.4107 0.1099
18 Cl 2.7535 -3.3157 -6.2686
19 C 3.2238 -1.8244 -5.4955
20 C 2.2636 -1.0122 -4.9206
21 C 2.6640 0.1697 -4.3166
22 C 4.0035 0.5509 -4.2697
23 C 4.4195 1.8017 -3.5200
24 C 4.8409 1.4785 -2.0824
25 N 3.9436 0.5280 -1.4520
26 C 4.1756 -0.8169 -1.2341
27 C 2.9754 -1.3490 -0.8689
28 N 2.0188 -0.3621 -0.8932
29 C 2.6307 0.7443 -1.2293
30 O 3.3513 2.7196 -3.4273
31 C 3.0230 3.3558 -4.6660
32 C 1.5456 3.5255 -4.8201
33 C 0.7062 4.1268 -3.9305
34 Cl 1.1210 4.8183 -2.4164
35 S -0.9132 4.1513 -4.4534
36 C -0.5135 3.2973 -5.8740
37 C 0.8190 3.0359 -5.9457
38 C 4.9307 -0.3059 -4.8502
39 Cl 6.6463 0.0705 -4.7916
40 C 4.5659 -1.4876 -5.4694
41 H 1.2188 -1.2922 -4.9135
42 H 1.9001 0.7882 -3.8510
43 H 5.2802 2.2622 -4.0221
44 H 4.8439 2.4050 -1.5085
45 H 5.8456 1.0582 -2.0713
46 H 5.1501 -1.2499 -1.3759
47 H 2.7414 -2.3684 -0.6140
48 H 2.1478 1.6975 -1.3834
49 H 3.3848 2.7520 -5.5028
50 H 3.5433 4.3199 -4.7033
51 H -1.2863 2.9944 -6.5606
52 H 1.2793 2.4769 -6.7493
53 H 5.3129 -2.1299 -5.9121

## Properties
E_HOMO (eV): -3.80
Total charge: -1
Energy relative to the best compared isomer or geometry (same formula, charge and spin) (kJ/mol): 108.3
Frontier orbital gap (eV): 5.78
Energy (eV): -365608.4947

What are the Löwdin partial charges on each atom? They are as follows, in elementary charge units:
1 Sc 0.140
2 N 0.198
3 C -0.584
4 O -0.157
5 C -0.225
6 C -0.276
7 H 0.113
8 H 0.110
9 H 0.099
10 H 0.111
11 H 0.007
12 H 0.012
13 Se -0.068
14 Sb 0.177
15 Se -0.087
16 Se -0.249
17 Se -0.193
18 Cl 0.654
19 C -0.652
20 C -0.070
21 C -0.019
22 C -0.192
23 C -0.308
24 C -0.054
25 N -0.054
26 C -0.047
27 C -0.101
28 N -0.024
29 C -0.161
30 O -0.134
31 C -0.148
32 C -0.325
33 C -0.975
34 Cl 0.662
35 S 0.985
36 C -0.413
37 C -0.150
38 C -0.572
39 Cl 0.683
40 C -0.141
41 H 0.102
42 H 0.057
43 H 0.132
44 H 0.142
45 H 0.118
46 H 0.117
47 H 0.110
48 H 0.118
49 H 0.126
50 H 0.134
51 H 0.066
52 H 0.110
53 H 0.100